{
  "formula": "C25H26N7PdS",
  "method": "ωB97M-V with the def2-TZVPD basis set",
  "elements": ["Pd", "S", "N", "N", "N", "N", "N", "N", "N", "C", "C", "C", "C", "C", "C", "C", "C", "C", "C", "C", "C", "C", "C", "C", "C", "C", "C", "C", "C", "C", "C", "C", "C", "C", "H", "H", "H", "H", "H", "H", "H", "H", "H", "H", "H", "H", "H", "H", "H", "H", "H", "H", "H", "H", "H", "H", "H", "H", "H", "H"],
  "coordinates": [[0.77077, -2.54752, 0.16819], [-0.34243, -1.05563, 1.34883], [-3.64744, 5.75099, 0.27623], [-2.71731, -0.25466, 0.33696], [-1.37799, 5.86915, 0.47750], [-1.09725, -0.21747, -1.15975], [2.53293, -3.05917, -0.54363], [3.68422, 2.01309, 1.40601], [-6.41941, -5.47213, -0.37064], [-3.68099, 4.60774, 0.96347], [0.27383, -4.53640, -0.03307], [-3.14668, -5.04047, -1.53839], [-1.98283, -4.67061, 1.06080], [-0.07603, 4.00586, 1.25064], [-2.50477, 6.26188, -0.04695], [-5.26323, -5.33204, -0.28799], [-2.54361, 4.06708, 1.52047], [-1.77398, -4.82092, -1.41555], [-1.34579, 4.71019, 1.12818], [4.82598, 2.64980, 1.32370], [3.58935, 4.66645, 0.79740], [-3.37697, 0.40201, -0.86707], [-3.86852, -5.09196, -0.31063], [3.65340, -2.96003, -0.85616], [-1.17452, -4.60840, -0.14915], [4.82295, 4.02613, 1.03449], [-3.30988, -4.92645, 0.94198], [4.85922, -2.96014, -1.56674], [-2.13503, 0.81652, -1.62144], [5.85996, -1.82748, -1.14729], [2.36130, 3.92818, 0.90000], [2.50421, 2.53984, 1.09895], [-1.42356, -0.48145, 0.13426], [1.12299, 4.57582, 0.83844], [-3.84937, -0.48063, -1.38812], [5.69947, 2.02871, 1.39507], [-1.01069, -4.79288, -2.20633], [4.62157, -2.69685, -2.62759], [5.72389, 4.61634, 1.17549], [3.60956, 5.67769, 0.58628], [-2.33603, 0.76890, -2.69456], [-2.58404, 3.23548, 2.19252], [5.33294, -3.99128, -1.64690], [-1.52430, -4.62595, 2.03993], [0.88196, -4.83689, -0.88722], [-1.80586, 1.79110, -1.23433], [-3.29596, -0.58131, 1.15986], [1.68808, 1.79967, 1.23720], [-2.36661, 7.15972, -0.68508], [-3.69915, -5.11465, -2.48271], [0.68275, -5.00838, 0.86594], [6.22968, -1.98637, -0.11958], [-3.83835, -5.12161, 1.82670], [-0.10161, 3.07874, 1.88166], [1.09469, 5.55201, 0.38174], [-0.03024, -0.17843, -1.36843], [6.70594, -1.76670, -1.85132], [-4.69307, 4.12376, 1.06889], [5.28373, -0.88757, -1.11094], [-4.07183, 1.20957, -0.60024]],
  "forces_ev_per_a": [[-0.852, 0.916, 0.574], [-1.321, 1.092, 0.354], [-2.445, -1.007, -1.498], [-1.503, 0.848, 0.913], [2.153, -1.125, -0.732], [1.219, 0.872, 0.072], [4.714, 0.202, -1.076], [-0.554, -1.997, -0.850], [2.004, 0.181, 0.356], [-1.056, 0.281, 0.611], [-0.669, -2.221, -0.153], [0.274, 0.467, 1.046], [1.454, 0.148, -1.472], [2.284, 0.846, 1.050], [0.866, 1.875, 0.905], [-2.910, -0.283, -1.085], [0.304, 0.696, -0.750], [0.164, 0.448, 0.023], [-0.608, -0.513, 0.190], [-0.715, 1.584, -0.570], [0.182, -3.261, 0.926], [0.485, -2.662, 0.649], [-0.265, -0.073, -1.028], [-3.990, -0.929, 0.537], [0.162, -0.397, 1.360], [-0.666, 0.067, 0.427], [1.349, -0.076, -0.278], [3.183, 0.156, -2.085], [0.844, -0.235, -0.038], [-0.437, -0.301, 0.759], [2.987, -0.947, -0.223], [0.441, 0.343, 1.536], [-0.414, -0.650, 0.061], [-3.907, -0.627, 0.124], [-0.092, 1.274, 0.274], [0.498, 0.194, 0.472], [-0.990, -0.130, -0.214], [-0.263, -0.388, 0.701], [-0.019, -0.082, -0.581], [-0.291, 1.997, -0.259], [0.524, 0.262, 0.201], [0.175, -0.568, -0.014], [-0.629, 1.215, 0.531], [0.156, 0.157, -0.082], [-0.496, -0.106, -0.089], [0.006, -0.055, -0.610], [1.525, 0.554, -1.343], [0.186, 0.940, -0.423], [-0.901, -0.552, 0.403], [0.485, -0.195, 0.415], [-0.069, 0.373, 0.095], [0.009, -0.045, -0.520], [-1.092, -0.010, 0.865], [0.163, 0.797, -0.933], [-0.216, 0.234, -0.020], [-2.807, 0.389, 0.367], [-0.510, -0.012, 0.337], [1.109, 0.668, 0.155], [0.462, -0.223, -0.255], [0.325, -0.407, -0.108]],
  "multiplicity": 3,
  "e_tot_ha": -1877.226258,
  "charge": 1,
  "homo_energy_ev": [-9.800, -10.553],
  "gap_ev": [7.039, 5.201],
  "lumo_ev": [-2.76, -5.35]
}